*1*
DFT (ωB97M-V/def2-TZVPD) results for a 4-piece molecular cluster, C24H72N12O4P4 overall.

As for the molecular weight: 716.8 Da. The calculation puts the orbital gap at 8.469 eV. The structure (SMILES) is CN(C)P(=O)(N(C)C)N(C)C.CN(C)P(=O)(N(C)C)N(C)C.CN(C)P(=O)(N(C)C)N(C)C.CN(C)P(=O)(N(C)C)N(C)C. For the HOMO energy, the calculation gives -8.1 eV.

ORCA input file:
```
! RIJCOSX wB97M-V def2-TZVPD def2/J DEFGRID3
* xyz 0 1
O 22.8443 -14.9420 35.9293
P 21.9405 -15.0636 34.7163
N 22.4140 -16.4051 33.7404
C 23.8829 -16.3655 33.5069
C 21.7790 -17.7270 33.6436
N 22.1657 -13.7892 33.5675
C 22.4350 -12.4918 34.0597
C 21.9259 -13.8994 32.1330
N 20.2497 -15.0777 35.0539
C 19.6558 -14.2362 36.0973
C 19.2984 -15.9605 34.3314
H 24.2649 -15.3969 33.1845
H 24.1349 -16.9602 32.6288
H 24.4642 -16.6657 34.3787
H 20.8179 -17.6865 33.1309
H 21.7909 -18.1349 34.6543
H 22.3872 -18.3696 33.0070
H 22.9915 -11.9523 33.2933
H 21.4746 -11.9849 34.1535
H 22.9533 -12.4858 35.0186
H 22.4970 -13.2658 31.4544
H 22.1999 -14.9154 31.8489
H 20.8511 -13.7218 32.0954
H 20.2366 -13.3314 36.2765
H 18.7277 -13.9166 35.6233
H 19.3922 -14.6492 37.0710
H 19.2683 -15.9584 33.2418
H 18.3247 -15.7646 34.7803
H 19.5554 -16.9970 34.5496
O 17.3971 -5.9308 25.5689
P 17.5419 -6.1470 24.0766
N 19.1310 -6.5026 23.5303
C 19.7463 -5.9310 22.3564
C 19.9284 -7.6704 23.9406
N 17.1436 -4.6774 23.3065
C 17.3328 -3.4104 23.8456
C 16.7768 -4.7863 21.9059
N 16.5326 -7.3724 23.2673
C 16.7620 -7.9191 21.9141
C 15.4333 -7.9413 24.0537
H 19.4041 -4.9121 22.1755
H 19.3882 -6.6182 21.5898
H 20.8324 -6.0053 22.3014
H 19.4541 -8.6100 23.6573
H 19.9224 -7.6969 25.0302
H 20.9311 -7.7118 23.5151
H 16.9200 -2.6335 23.2020
H 16.9579 -3.4751 24.8670
H 18.3865 -3.1344 23.8862
H 15.8371 -5.3101 21.7308
H 16.4750 -3.8218 21.4975
H 17.5663 -5.1050 21.2253
H 16.2326 -7.3495 21.1503
H 17.8026 -7.7099 21.6660
H 16.6155 -8.9987 21.8819
H 14.8819 -7.1322 24.5327
H 15.6868 -8.6378 24.8529
H 14.7165 -8.5022 23.4540
O 27.3526 -7.3502 28.1790
P 26.1602 -7.2422 29.0848
N 25.5678 -8.8193 29.3909
C 26.2280 -10.1089 28.8663
C 24.4218 -9.0864 30.2681
N 24.8288 -6.4109 28.4454
C 24.1978 -5.1509 29.0099
C 24.3390 -6.6566 27.1351
N 26.5140 -6.4297 30.6021
C 27.8757 -5.9240 30.7618
C 25.5850 -6.2712 31.7278
H 26.3360 -10.8217 29.6839
H 27.1507 -9.9320 28.3137
H 25.7355 -10.6285 28.0444
H 24.0138 -10.0945 30.1947
H 23.6017 -8.4109 30.0245
H 24.7818 -8.9613 31.2894
H 23.3255 -4.8146 28.4494
H 23.9023 -5.2222 30.0566
H 25.0841 -4.5174 28.9743
H 23.2753 -6.5461 26.9245
H 24.8616 -5.9644 26.4749
H 24.6433 -7.6089 26.7009
H 27.9181 -5.3626 31.6952
H 28.5252 -6.7992 30.7428
H 28.1311 -5.2885 29.9139
H 24.5518 -6.3196 31.3838
H 25.7989 -5.2980 32.1696
H 25.5700 -7.0883 32.4491
O 17.2807 -9.5711 30.4571
P 18.2242 -10.3726 29.6055
N 19.8428 -10.5404 30.1038
C 20.9120 -11.3898 29.4473
C 20.3464 -9.8809 31.3232
N 18.4597 -9.8133 27.9446
C 17.7893 -8.6104 27.5474
C 19.0956 -10.6725 26.8653
N 17.7448 -12.0461 29.4495
C 17.9758 -13.0485 30.4722
C 16.8420 -12.5098 28.3621
H 21.8231 -10.8379 29.2165
H 20.4450 -11.9077 28.6095
H 21.2492 -12.0407 30.2540
H 19.6399 -9.1088 31.6280
H 21.4092 -9.7005 31.1622
H 20.2814 -10.5634 32.1706
H 18.4602 -7.8272 27.9005
H 17.6864 -8.4533 26.4737
H 16.8354 -8.5190 28.0668
H 18.8870 -10.3470 25.8462
H 20.1594 -10.4355 26.8484
H 18.6992 -11.6878 26.8783
H 17.8317 -14.0313 30.0234
H 18.9668 -12.9667 30.9186
H 17.0411 -12.9887 31.0297
H 17.2516 -13.4173 27.9184
H 16.3256 -11.7715 27.7486
H 16.0230 -13.0161 28.8731
*
```



*2*
DFT (ωB97M-V/def2-TZVPD) results for C24H72N12O4P4 as an isolated structure.

As for the molecular weight: 716.8 Da. The calculation puts the orbital gap at 7.955 eV. For the HOMO energy, the calculation gives -7.6 eV.

ORCA input file:
```
! RIJCOSX wB97M-V def2-TZVPD def2/J DEFGRID3
* xyz 0 1
O 7.4003 1.1435 2.4987
P 6.6086 1.1160 1.2822
N 7.3551 1.2414 -0.2992
C 6.6556 1.0520 -1.5850
C 8.8184 1.6173 -0.4629
N 5.4477 2.4500 1.2003
C 4.3182 2.4599 0.2372
C 4.9972 3.1134 2.4005
N 5.5449 -0.2845 1.1216
C 4.7184 -0.6034 2.1905
C 5.8838 -1.5004 0.2980
H 6.4643 2.0187 -2.0508
H 5.7514 0.4456 -1.5314
H 7.3985 0.5001 -2.1607
H 9.0216 2.5073 0.1327
H 9.0289 1.8631 -1.5038
H 9.4196 0.8115 -0.0417
H 3.7349 1.5407 0.1821
H 3.7113 3.3621 0.3145
H 4.7327 2.3872 -0.7683
H 5.3835 2.5570 3.2544
H 5.5576 4.0483 2.3956
H 3.9151 3.2030 2.4957
H 5.3082 -0.8626 3.0698
H 4.1881 0.2572 2.5982
H 4.0185 -1.4063 1.9588
H 5.3024 -1.6745 -0.6075
H 5.6331 -2.3878 0.8792
H 6.9349 -1.4364 0.0164
O -4.7941 3.8499 -0.1627
P -4.9090 2.7365 -1.1130
N -4.4712 2.9615 -2.7922
C -5.3437 3.8618 -3.6140
C -2.9785 2.9844 -3.0393
N -6.5062 2.1846 -1.1865
C -6.8158 0.9316 -1.8560
C -7.5307 2.5152 -0.1770
N -4.1533 1.2885 -0.5929
C -3.5905 0.2751 -1.4626
C -4.3498 0.8201 0.7862
H -6.3941 3.6230 -3.4472
H -5.1498 3.6106 -4.6568
H -5.1508 4.9293 -3.5078
H -2.4746 2.0184 -3.0075
H -2.4188 3.7558 -2.5102
H -2.8674 3.3422 -4.0629
H -7.8948 0.8871 -2.0035
H -6.3461 0.7719 -2.8266
H -6.3465 0.0697 -1.3817
H -7.0299 2.9824 0.6709
H -8.4030 3.1387 -0.3727
H -7.9644 1.5778 0.1713
H -3.7003 -0.7563 -1.1275
H -3.9813 0.3297 -2.4786
H -2.5066 0.3670 -1.5318
H -5.3634 0.4688 0.9794
H -4.3205 1.7219 1.3977
H -3.6173 0.0701 1.0847
O 0.1653 -2.9128 -1.7469
P -0.6896 -3.4920 -0.6602
N -0.2465 -5.1656 -0.3745
C 0.9075 -5.7254 -1.0835
C -0.7112 -5.9380 0.8116
N -2.2899 -3.5875 -1.1448
C -2.7694 -4.7980 -1.6855
C -3.2832 -2.4641 -1.4025
N -0.6012 -2.7909 0.8963
C 0.7147 -2.6554 1.5047
C -1.7753 -2.8391 1.7945
H 0.9319 -5.2911 -2.0829
H 0.7045 -6.7893 -1.2065
H 1.8924 -5.5024 -0.6733
H -1.0127 -6.9392 0.5039
H -1.6234 -5.6171 1.3147
H 0.1156 -6.0318 1.5157
H -2.4265 -5.6910 -1.1631
H -3.8347 -4.7526 -1.9116
H -2.3868 -4.6248 -2.6914
H -4.2921 -2.7364 -1.7124
H -3.3316 -2.0175 -0.4094
H -2.9949 -1.7219 -2.1469
H 0.7565 -1.8376 2.2242
H 1.0556 -3.6045 1.9184
H 1.4419 -2.2995 0.7749
H -2.2173 -1.8450 1.8617
H -1.6164 -3.1865 2.8153
H -2.6059 -3.4501 1.4411
O 0.3942 1.6114 3.0039
P 0.2475 1.2334 1.6129
N 1.0398 2.2631 0.4707
C 0.6110 3.6742 0.2753
C 2.5629 2.1891 0.5095
N -1.3880 1.2605 1.1856
C -1.8769 1.1028 -0.2340
C -2.4010 0.9582 2.2569
N 0.8651 -0.3465 1.3972
C 1.3149 -1.1208 2.5830
C 1.0310 -0.9333 0.0795
H 0.6154 4.1694 1.2463
H -0.4129 3.8420 -0.0588
H 1.2418 4.0119 -0.5470
H 2.8449 1.1363 0.4928
H 3.0093 2.5357 1.4416
H 3.1324 2.7818 -0.2064
H -1.8248 2.0763 -0.7216
H -1.2621 0.3920 -0.7863
H -2.9142 0.7687 -0.2569
H -2.2719 1.7134 3.0322
H -3.4000 1.2332 1.9186
H -2.3414 -0.1176 2.4216
H 0.3641 -1.4225 3.0224
H 1.9808 -1.9427 2.3197
H 1.8474 -0.3951 3.1977
H 0.0651 -1.3960 -0.1229
H 1.8384 -1.6610 0.1606
H 1.2297 -0.1670 -0.6698
*
```



Name the most stable of them. *1*.



*1*
DFT (ωB97M-V/def2-TZVPD) results for a 2-piece molecular cluster, C4H8ClF2N5O overall.

As for the molecular weight: 215.6 Da. The calculation puts the orbital gap at 9.900 eV. For the HOMO energy, the calculation gives -18.5 eV.

ORCA input file:
```
! RIJCOSX wB97M-V def2-TZVPD def2/J DEFGRID3
* xyz 2 1
C -0.3547 -1.4808 -0.6288
C -2.1526 0.2425 0.0578
C 0.1264 0.2410 1.0675
C 2.0515 2.2486 -1.2737
N -1.7040 -0.7650 -0.6627
N 0.3845 -0.9303 0.4626
N -1.1910 0.7668 0.9097
N 0.9000 0.9098 1.8939
N -0.5030 -2.8686 -0.4660
O 1.4237 1.3954 -0.6986
F 2.5011 3.2350 -0.5387
F 0.2429 -1.1981 -1.7934
Cl -3.7506 0.7884 0.1842
H 2.3616 2.4894 -2.3004
H -2.4653 -1.1708 -1.3590
H 1.2877 -1.3154 0.4431
H -1.2985 1.5724 1.6735
H 0.5486 1.8111 2.1506
H 1.9223 0.6521 1.9611
H 0.0996 -3.2623 0.3110
H -0.4304 -3.3610 -1.3938
*
```



*2*
DFT (ωB97M-V/def2-TZVPD) results for a 2-piece molecular cluster, C4H8ClF2N5O overall.

As for the molecular weight: 215.6 Da. The calculation puts the orbital gap at 10.136 eV. For the HOMO energy, the calculation gives -18.3 eV.

ORCA input file:
```
! RIJCOSX wB97M-V def2-TZVPD def2/J DEFGRID3
* xyz 2 1
C 0.5215 -0.1749 -1.8734
C -0.4325 -1.1893 0.2285
C 0.3707 1.1934 0.2199
C 3.4872 -0.1831 0.2753
N -0.1394 0.0845 0.8449
N 0.5454 1.0853 -1.1926
N -0.2631 -1.1893 -1.0831
N -0.8440 -2.2531 0.9285
N 0.4792 2.3277 0.9038
O 2.6083 0.5648 0.5954
F 1.7155 -0.6676 -2.2295
F 3.3023 -1.5309 0.4776
Cl 5.1102 0.1214 -0.1044
H -0.1131 -0.1746 -2.8604
H -0.2876 0.0597 1.8702
H 0.8485 1.9579 -1.6139
H -0.6089 -2.0264 -1.6492
H -1.0979 -2.0998 1.8456
H -1.1898 -3.1347 0.4457
H -0.2586 2.4273 1.6617
H 1.0062 3.1837 0.6616
*
```



Name the most stable of them. *2*.



*1*
DFT (ωB97M-V/def2-TZVPD) results for a 2-piece molecular cluster, C4H9F overall.

As for the molecular weight: 76.1 Da. The calculation puts the orbital gap at 10.275 eV. The structure (SMILES) is C=CC.CF. For the HOMO energy, the calculation gives -9.1 eV.

ORCA input file:
```
! RIJCOSX wB97M-V def2-TZVPD def2/J DEFGRID3
* xyz 0 1
C 1.4567 -1.2785 0.1301
C 0.7075 0.0725 0.0430
C 0.1765 0.6510 -1.0778
C -3.6907 0.2671 -0.0470
F -2.6018 -0.4023 0.2442
H 1.7104 -1.7716 -0.7602
H 2.2768 -1.2918 0.8780
H 0.6671 -1.7707 0.7767
H -4.4527 -0.5640 -0.4102
H 0.7457 0.6075 0.9860
H -0.2533 1.6030 -1.0411
H 0.2053 0.1290 -2.0625
H -3.9881 0.8930 0.7876
H -3.3036 0.7999 -0.9520
*
```



*2*
DFT (ωB97M-V/def2-TZVPD) results for one molecule with the formula C4H9F.

As for the molecular weight: 76.1 Da. The calculation puts the orbital gap at 12.454 eV. The structure (SMILES) is CC(C)CF. For the HOMO energy, the calculation gives -11.3 eV.

ORCA input file:
```
! RIJCOSX wB97M-V def2-TZVPD def2/J DEFGRID3
* xyz 0 1
C -0.8647 -0.9404 -0.5389
C 0.3817 -0.0710 -0.2536
C 0.7589 -0.4128 1.1724
C -0.0189 1.4342 -0.3702
H -1.8236 -0.6677 -0.0370
H -0.6025 -1.9693 -0.3240
H -1.1462 -0.9068 -1.5951
H 1.1420 -0.2928 -0.9674
H 0.4521 0.3706 1.6847
H 1.8072 -0.4744 1.2037
H 0.3513 -1.3827 1.4590
H 0.7167 2.1562 -0.0203
H -0.9076 1.4086 0.2929
F -0.2463 1.7483 -1.7062
*
```



*3*
DFT (ωB97M-V/def2-TZVPD) results for a 4-piece molecular cluster, C4H9F overall.

As for the molecular weight: 76.1 Da. The calculation puts the orbital gap at 9.651 eV. For the HOMO energy, the calculation gives -10.0 eV.

ORCA input file:
```
! RIJCOSX wB97M-V def2-TZVPD def2/J DEFGRID3
* xyz 0 1
C 1.1759 0.9001 1.4695
C 0.0223 0.1434 0.6338
C 0.2327 -0.0406 -0.9345
C -1.0438 -1.0024 -1.3287
H 2.4284 0.2685 2.0657
H -0.0027 1.8469 2.5582
H 1.5902 1.5899 0.2573
H -1.0285 0.5352 0.6196
H -0.2348 -0.9627 0.9878
H 0.6075 0.8291 -1.4149
H 1.0550 -0.6617 -1.1751
H -1.4094 -1.1861 -2.4221
H -1.0248 -1.7665 -0.7044
F -2.3680 -0.4930 -0.6121
*
```



Name the most stable of them. *2*.



*1*
DFT (ωB97M-V/def2-TZVPD) results for one molecule with the formula C4H10NO2.

As for the molecular weight: 104.1 Da. The calculation puts the orbital gap (alpha / beta) at 10.161 / 6.536 eV. As for the expectation value of S²: 0.756. For the HOMO energy (alpha / beta), the calculation gives -9.1 / -8.9 eV.

ORCA input file:
```
! RIJCOSX wB97M-V def2-TZVPD def2/J DEFGRID3
* xyz 0 2
O 1.1503 0.9052 1.1396
C 0.4493 0.4910 0.1230
C 1.2700 0.3262 -1.1444
C 0.3970 -0.1589 -2.2577
H -0.4230 1.1715 -0.1325
H 2.1151 -0.3397 -0.9268
H 1.6882 1.3265 -1.4147
H 0.0154 -1.1779 -2.1272
H 1.0166 -0.1223 -3.1667
H -0.4295 0.5310 -2.4223
N -1.1321 0.3896 2.1729
C -1.1325 -0.8774 1.4337
O -0.2863 -0.8449 0.3015
H -1.5108 0.3096 3.1300
H -0.2290 0.8821 2.0460
H -0.7722 -1.7077 2.0743
H -2.1866 -1.1040 1.1713
*
```



*2*
DFT (ωB97M-V/def2-TZVPD) results for one molecule with the formula C4H10NO2.

As for the molecular weight: 104.1 Da. The calculation puts the orbital gap (alpha / beta) at 10.780 / 7.846 eV. As for the expectation value of S²: 0.755. For the HOMO energy (alpha / beta), the calculation gives -10.0 / -9.9 eV.

ORCA input file:
```
! RIJCOSX wB97M-V def2-TZVPD def2/J DEFGRID3
* xyz 0 2
C 1.0537 -0.0852 -1.4596
O 1.3477 0.9711 -2.3615
C 0.4481 0.4152 -0.1620
C -0.0638 -0.8305 0.6215
C -0.8283 -0.6064 1.9528
O -1.7948 0.3267 1.9419
N -0.6374 1.3554 -0.5296
H 0.3432 -0.7502 -1.9611
H 1.9723 -0.6125 -1.1836
H 0.8922 1.7636 -2.0134
H 1.1688 0.9339 0.4685
H -0.7450 -1.3478 -0.0604
H 0.7266 -1.5638 0.7939
H -1.2200 -1.6211 2.1431
H -0.1030 -0.5462 2.7843
H -1.2315 0.8631 -1.2011
H -1.3289 1.3347 0.2263
*
```



Name the most stable of them. *2*.



*1*
DFT (ωB97M-V/def2-TZVPD) results for one molecule with the formula C6H5N.

As for the molecular weight: 91.1 Da. The calculation puts the orbital gap at 10.443 eV. The structure (SMILES) is C#C[C@@H]1N[C@@H]1C#C. For the HOMO energy, the calculation gives -9.4 eV.

ORCA input file:
```
! RIJCOSX wB97M-V def2-TZVPD def2/J DEFGRID3
* xyz 0 1
C -1.8939 -1.5907 0.1433
C -1.3531 -0.6041 -0.2844
C -0.7322 0.5916 -0.8098
N -0.3549 1.6871 0.0827
C 0.7089 0.8829 -0.5181
C 1.4822 -0.0291 0.2954
C 2.1379 -0.7724 0.9788
H -2.3661 -2.4684 0.5274
H -1.1230 0.9256 -1.7685
H -0.4931 1.4036 1.0507
H 1.2742 1.4106 -1.2831
H 2.7131 -1.4368 1.5857
*
```



*2*
DFT (ωB97M-V/def2-TZVPD) results for one molecule with the formula C6H5N.

As for the molecular weight: 91.1 Da. The calculation puts the orbital gap at 10.213 eV. The structure (SMILES) is C#C[C@@H]1N[C@@H]1C#C. For the HOMO energy, the calculation gives -9.2 eV.

ORCA input file:
```
! RIJCOSX wB97M-V def2-TZVPD def2/J DEFGRID3
* xyz 0 1
C 1.3417 2.2292 -0.0822
C 0.5941 1.3513 -0.4457
C -0.1736 0.2726 -1.0741
N 0.5275 -0.9666 -1.3053
C -0.5630 -1.0513 -0.3656
C -0.6355 -1.0215 1.0827
C -1.0162 -0.9216 2.2214
H 1.9770 3.0135 0.2773
H -0.8618 0.6221 -1.8427
H 1.4658 -0.9725 -0.9349
H -1.3157 -1.7431 -0.7635
H -1.3402 -0.8121 3.2325
*
```



Name the most stable of them. *1*.



*1*
DFT (ωB97M-V/def2-TZVPD) results for one molecule with the formula C6H5N.

As for the molecular weight: 91.1 Da. The calculation puts the orbital gap (alpha / beta) at 8.684 / 8.684 eV. The structure (SMILES) is C1=CN[C@H]2C=C2C=1. For the HOMO energy (alpha / beta), the calculation gives -8.8 / -8.8 eV.

ORCA input file:
```
! RIJCOSX wB97M-V def2-TZVPD def2/J DEFGRID3
* xyz 0 1
C 0.6525 1.4417 -0.1491
C 1.4469 0.4731 -0.5839
C 1.2723 -0.8310 -0.7553
N 0.3520 -1.4616 0.2060
C -0.9118 -0.6213 -0.0219
C -0.6831 0.8262 -0.0415
C -1.6694 0.5955 0.7786
H 0.8757 2.3594 0.3886
H 1.4957 -1.3814 -1.6733
H 0.7035 -1.4097 1.1596
H -1.5022 -1.1588 -0.7733
H -2.2208 1.1104 1.5877
*
```



*2*
DFT (ωB97M-V/def2-TZVPD) results for one molecule with the formula C6H5N.

As for the molecular weight: 91.1 Da. The calculation puts the orbital gap at 10.272 eV. The structure (SMILES) is C#C[C@@H]1N[C@@H]1C#C. For the HOMO energy, the calculation gives -9.3 eV.

ORCA input file:
```
! RIJCOSX wB97M-V def2-TZVPD def2/J DEFGRID3
* xyz 0 1
C 1.1932 1.7663 -0.5829
C 1.3945 0.5813 -0.5376
C 0.9011 -0.7622 -0.7250
N 0.6314 -1.7088 0.3376
C -0.5018 -0.9594 -0.2257
C -1.1738 0.0470 0.5722
C -1.7738 0.8391 1.2575
H 0.7681 2.7315 -0.6746
H 1.1610 -1.2082 -1.6801
H 0.8860 -1.3099 1.2379
H -1.1706 -1.5366 -0.8577
H -2.3154 1.5197 1.8785
*
```



Name the most stable of them. *2*.